C44H42BrF3IN6O4PS as an isolated structure in a non-equilibrium geometry. Source: the Open Molecules 2025 dataset; level of theory: wB97M-V/def2-TZVPD.

```
! wB97M-V def2-TZVPD RIJCOSX def2/J DEFGRID3
* xyz 0 1
O 3.653 -0.665 1.731
S 2.399 -0.455 2.394
O 2.467 -0.686 3.802
O 1.290 -1.462 1.870
C 1.011 -1.078 0.515
C 0.614 -2.277 -0.338
C 1.821 -2.931 -1.037
C 1.868 -2.426 -2.456
F 1.505 -3.260 -3.436
C 2.197 -1.156 -2.716
F 1.537 -0.347 -3.526
F 3.215 -0.561 -2.125
C 0.048 0.091 0.372
C -1.413 -0.393 0.489
C -2.348 0.140 -0.373
C -3.661 -0.322 -0.336
C -3.916 -1.333 0.571
C -2.894 -1.798 1.376
N -1.636 -1.378 1.370
C 0.458 1.380 1.138
C 0.641 2.604 0.245
C 0.176 2.672 -1.070
C 0.308 3.810 -1.859
C 0.903 4.958 -1.349
C 1.389 4.906 -0.048
C 1.256 3.763 0.736
P -0.745 2.062 2.460
O -1.415 0.807 3.268
Br -2.490 3.059 1.440
C 1.826 1.256 2.005
I 1.736 2.146 4.034
H 1.936 -0.713 0.054
H 0.098 -2.980 0.313
H -0.120 -1.976 -1.080
H 2.759 -2.739 -0.521
H 1.609 -3.999 -1.090
H 0.153 0.256 -0.698
H -2.075 0.918 -1.067
H -4.403 0.084 -1.005
H -4.904 -1.757 0.665
H -3.126 -2.586 2.084
H -0.309 1.832 -1.540
H -0.065 3.811 -2.873
H 1.003 5.874 -1.911
H 1.846 5.797 0.368
H 1.656 3.830 1.738
H -0.717 0.173 3.494
H 2.651 1.717 1.480
N -3.681 2.231 -2.890
C -4.384 3.358 -2.994
C -5.070 3.738 -4.137
C -5.019 2.904 -5.242
C -4.289 1.731 -5.158
C -3.643 1.444 -3.965
H -4.393 3.985 -2.109
H -5.627 4.664 -4.159
H -5.540 3.166 -6.155
H -4.220 1.052 -5.996
H -3.062 0.533 -3.857
N 3.793 7.126 0.400
C 4.554 6.032 0.471
C 5.925 6.029 0.271
C 6.550 7.229 -0.023
C 5.781 8.377 -0.103
C 4.417 8.269 0.117
H 4.025 5.114 0.701
H 6.487 5.108 0.345
H 7.620 7.268 -0.187
H 6.225 9.335 -0.330
H 3.779 9.146 0.065
N -0.354 -6.461 -0.479
C 0.076 -7.547 -1.125
C 0.704 -8.615 -0.503
C 0.900 -8.553 0.866
C 0.461 -7.435 1.555
C -0.159 -6.422 0.838
H -0.094 -7.550 -2.196
H 1.036 -9.469 -1.078
H 1.392 -9.363 1.388
H 0.597 -7.347 2.624
H -0.520 -5.530 1.339
N 4.074 -8.111 -0.115
C 3.866 -6.813 -0.301
C 4.655 -5.820 0.250
C 5.731 -6.193 1.038
C 5.966 -7.545 1.242
C 5.109 -8.461 0.646
H 3.013 -6.562 -0.924
H 4.430 -4.779 0.060
H 6.373 -5.447 1.488
H 6.792 -7.884 1.853
H 5.253 -9.528 0.783
N -7.511 1.765 1.866
C -8.486 2.495 2.404
C -8.282 3.724 3.014
C -6.990 4.223 3.070
C -5.963 3.477 2.517
C -6.276 2.261 1.928
H -9.480 2.066 2.341
H -9.114 4.273 3.432
H -6.788 5.178 3.539
H -4.938 3.820 2.535
H -5.499 1.648 1.482
*
```

Its LUMO energy is -0.32 eV. Its HOMO-LUMO gap is 0.2735 Eh. As for the calculated total energy: -6242.09088 Eh.